No. 1
The ion C5H15N4 with charge +1 at a distorted geometry. Source: OMol25; level of theory: ωB97M-V with the def2-TZVPD basis set.

Calculated values
- Orbital gap: 9.68 eV
- SMILES: C[C@@H](N)C[C@@H](N)C(N)=[NH2+]
- Energy relative to the best compared isomer or geometry (same formula, charge and spin): 0.00 kJ/mol
- HOMO energy: -12.754 eV
- Charge: +1
- E_tot: -11382.0288 eV

```
24
Properties=species:S:1:pos:R:3:lowdin_charge:R:1
C -2.84 -1.09 0.05 -0.058
C -1.77 -0.11 -0.30 -0.418
N -1.97 1.21 0.26 -0.004
C -0.25 -0.55 0.05 -0.088
C 0.90 0.32 -0.53 -0.287
N 0.76 1.76 -0.29 0.035
C 2.31 -0.12 -0.03 -0.253
N 2.69 -1.43 0.07 0.202
N 3.04 0.91 0.37 0.204
H -3.82 -0.70 0.00 0.071
H -2.81 -1.32 1.05 0.048
H -2.75 -1.99 -0.61 0.116
H -1.78 -0.23 -1.37 0.127
H -2.97 1.51 0.25 0.112
H -1.63 1.33 1.29 0.143
H -0.16 -1.48 -0.36 0.074
H -0.08 -0.66 1.07 0.096
H 0.81 0.08 -1.59 0.156
H 0.71 2.16 -1.20 0.086
H -0.24 1.83 0.19 0.099
H 1.88 -2.10 -0.07 0.152
H 3.55 -1.80 0.39 0.126
H 2.50 1.77 0.47 0.100
H 3.94 0.69 0.83 0.159
```

***

No. 2
A cluster of 5 separate species, C5H15N5O10 in total at a distorted geometry. Source: OMol25; level of theory: ωB97M-V with the def2-TZVPD basis set.

Calculated values
- Orbital gap: 8.30 eV
- SMILES: C[N+](=O)[O-].C[N+](=O)[O-].C[N+](=O)[O-].C[N+](=O)[O-].C[N+](=O)[O-]
- Energy relative to the best compared isomer or geometry (same formula, charge and spin): 1012.84 kJ/mol
- HOMO energy: -9.377 eV
- E_tot: -33329.2877 eV

```
35
Properties=species:S:1:pos:R:3:lowdin_charge:R:1
C -9.18 -1.89 -13.92 0.011
N -10.10 -2.89 -13.22 -0.457
O -10.06 -2.89 -12.03 0.048
O -10.74 -3.71 -13.86 0.045
H -9.59 -0.94 -13.57 0.108
H -9.28 -1.96 -15.00 0.006
H -8.14 -2.15 -13.71 0.113
C -9.48 2.31 -19.91 0.025
N -8.71 1.08 -20.15 -0.292
O -8.59 0.71 -21.32 0.095
O -8.26 0.48 -19.16 -0.030
H -9.30 2.93 -20.79 0.115
H -9.03 2.81 -19.05 0.051
H -10.53 2.16 -19.66 0.097
C -11.54 0.58 -16.73 0.078
N -10.74 0.90 -17.92 -0.368
O -11.25 0.65 -18.97 0.094
O -9.64 1.42 -17.73 -0.137
H -11.79 1.49 -16.19 0.116
H -10.98 -0.06 -16.05 0.091
H -12.37 -0.03 -17.08 0.115
C -7.55 0.37 -17.20 -0.067
N -8.61 -0.57 -16.80 -0.272
O -9.43 -0.93 -17.63 0.076
O -8.60 -1.05 -15.69 -0.012
H -6.84 -0.23 -17.78 0.140
H -7.04 0.81 -16.34 0.132
H -8.04 1.15 -17.78 0.000
C -6.88 3.88 -18.82 0.107
N -7.18 2.65 -17.94 -0.314
O -8.28 2.61 -17.35 -0.018
O -6.24 1.80 -17.88 0.025
H -6.00 3.69 -19.42 0.109
H -6.82 4.75 -18.16 0.108
H -7.83 3.88 -19.36 0.066
```

***

No. 3
The ion C5H15N6O2S with charge +1 at a distorted geometry. Source: OMol25; level of theory: ωB97M-V with the def2-TZVPD basis set.

Calculated values
- Orbital gap: 8.83 eV
- SMILES: [H]/N=C1\O[S@](=O)(=[NH+]C)N[C@H](N)[C@H]1NNC
- Energy relative to the best compared isomer or geometry (same formula, charge and spin): 33.66 kJ/mol
- HOMO energy: -11.842 eV
- Charge: +1
- E_tot: -29287.7615 eV

```
29
Properties=species:S:1:pos:R:3:lowdin_charge:R:1
H 0.60 -3.21 0.45 0.107
N 1.03 -2.32 0.32 0.248
C 0.39 -1.35 0.70 -0.366
O -0.79 -1.52 1.49 -0.091
S -1.80 -0.38 1.36 0.789
O -2.94 -0.65 2.13 -0.148
N -1.98 -0.31 -0.26 -0.167
C -3.00 0.63 -0.78 -0.050
N -0.99 1.01 1.66 -0.039
C 0.39 1.15 1.38 -0.361
N 0.65 2.38 0.68 0.110
C 0.77 0.06 0.27 -0.236
N 2.20 0.17 -0.05 -0.019
N 2.51 0.06 -1.39 -0.098
C 2.18 -1.17 -2.07 -0.090
H -2.19 -1.32 -0.62 0.198
H -2.78 1.60 -0.49 0.073
H -2.99 0.53 -1.78 0.062
H -4.02 0.34 -0.47 0.112
H -1.38 1.60 2.35 0.137
H 1.16 0.89 2.27 0.203
H 0.16 3.08 1.12 0.061
H 1.52 2.56 0.32 0.056
H 0.17 0.28 -0.61 0.136
H 2.61 -0.59 0.42 0.097
H 2.30 0.86 -1.83 0.068
H 1.08 -1.45 -2.05 0.082
H 2.45 -0.98 -2.99 0.032
H 2.71 -1.97 -1.52 0.093
```

***

No. 4
A cluster of 2 separate species, C5H15NO in total at a distorted geometry. Source: OMol25; level of theory: ωB97M-V with the def2-TZVPD basis set.

Calculated values
- Orbital gap (alpha / beta): 1.88 / 8.78 eV
- Energy relative to the best compared isomer or geometry (same formula, charge and spin): 88.48 kJ/mol
- HOMO energy (alpha / beta): 1.318 / -5.683 eV
- Charge: -1
- E_tot: -8963.9605 eV
- Multiplicity: 2

```
22
Properties=species:S:1:pos:R:3:mulliken_spin:R:1
C 0.31 -0.16 0.61 0.787
N -1.14 -0.26 0.55 -0.429
C -1.92 0.94 0.53 -0.007
C -3.37 0.68 0.98 0.066
C -1.53 -1.18 -0.50 0.199
C 0.86 0.88 1.56 0.724
H 0.70 0.07 -0.38 -0.175
H 0.71 -1.15 0.84 -0.129
H -1.85 1.48 -0.45 -0.048
H -1.47 1.70 1.17 0.058
H -3.69 1.40 1.74 -0.030
H -4.09 0.77 0.16 -0.012
H -3.40 -0.32 1.41 0.014
H -1.06 -2.16 -0.41 -0.076
H -1.32 -0.76 -1.48 -0.054
H -2.62 -1.31 -0.44 0.093
H 0.53 1.86 1.22 0.080
H 0.44 0.76 2.57 0.051
H 1.94 0.91 1.62 -0.740
H 6.38 -1.31 -3.27 -0.432
H 5.66 -0.43 -2.21 -0.479
O 5.60 -0.74 -3.14 1.538
```

***

No. 5
A cluster of 2 separate species, C5H15NO in total at a distorted geometry. Source: OMol25; level of theory: ωB97M-V with the def2-TZVPD basis set.

Calculated values
- Orbital gap: 9.38 eV
- SMILES: CC(C)[C@@H](C)N.O
- Energy relative to the best compared isomer or geometry (same formula, charge and spin): 184.95 kJ/mol
- HOMO energy: -8.746 eV
- E_tot: -8964.4417 eV

```
22
Properties=species:S:1:pos:R:3:lowdin_charge:R:1
C 0.29 0.00 1.97 -0.121
C 1.11 0.00 0.74 -0.360
C 1.09 -1.43 0.00 -0.033
C 0.67 1.14 -0.28 -0.437
C 1.64 1.43 -1.40 -0.077
N -0.63 0.90 -0.90 -0.002
H 0.51 0.78 2.70 0.085
H -0.76 0.08 1.85 0.071
H 0.57 -0.74 2.65 0.059
H 2.00 0.44 1.15 0.119
H 1.18 -1.32 -1.10 0.077
H 0.25 -1.91 0.37 0.028
H 2.02 -1.95 0.33 0.083
H 0.55 2.01 0.39 0.133
H 1.59 0.69 -2.16 0.058
H 2.67 1.26 -1.25 0.057
H 1.45 2.43 -1.73 0.072
H -1.42 1.59 -0.75 0.091
H -1.07 -0.08 -0.92 0.098
O -4.75 -1.80 -0.22 -0.066
H -5.09 -1.31 -0.97 0.031
H -3.89 -2.19 -0.44 0.034
```

***

No. 6
A cluster of 2 separate species, C5H15NO in total at a distorted geometry. Source: OMol25; level of theory: ωB97M-V with the def2-TZVPD basis set.

Calculated values
- Orbital gap: 8.71 eV
- SMILES: CCN(C)CC.O
- Energy relative to the best compared isomer or geometry (same formula, charge and spin): 119.89 kJ/mol
- HOMO energy: -8.008 eV
- E_tot: -8965.1160 eV

```
22
Properties=species:S:1:pos:R:3:lowdin_charge:R:1
C 0.33 -1.96 0.51 -0.092
C 0.56 -1.09 -0.72 -0.289
N 0.83 0.29 -0.42 -0.256
C 0.45 1.19 -1.46 -0.099
C 1.92 0.59 0.46 -0.267
C 1.48 1.35 1.72 -0.083
H 1.26 -2.03 1.08 0.062
H -0.35 -1.46 1.19 0.071
H -0.06 -2.94 0.25 0.074
H -0.36 -1.17 -1.32 0.109
H 1.26 -1.61 -1.38 0.114
H 0.70 2.22 -1.17 0.085
H -0.63 1.20 -1.63 0.083
H 1.01 1.01 -2.39 0.084
H 2.60 1.26 -0.07 0.105
H 2.55 -0.22 0.77 0.105
H 0.84 0.75 2.37 0.064
H 0.89 2.22 1.41 0.061
H 2.34 1.77 2.25 0.070
O -4.69 -0.48 -0.14 -0.070
H -5.30 0.12 -0.60 0.039
H -3.87 0.04 -0.08 0.029
```

***

No. 7
A cluster of 2 separate species, C5H15NO in total at a distorted geometry. Source: OMol25; level of theory: ωB97M-V with the def2-TZVPD basis set.

Calculated values
- Orbital gap: 10.15 eV
- SMILES: CCC[C@H](C)N.O
- Energy relative to the best compared isomer or geometry (same formula, charge and spin): 193.96 kJ/mol
- HOMO energy: -9.244 eV
- E_tot: -8964.3484 eV

```
22
Properties=species:S:1:pos:R:3:lowdin_charge:R:1
C -1.93 1.70 2.66 -0.115
C -0.85 0.59 2.50 -0.221
C 0.11 0.65 1.13 -0.144
C -0.43 0.14 -0.30 -0.498
C 0.74 -0.26 -1.15 -0.106
N -1.23 1.06 -1.08 0.021
H -2.65 1.31 3.37 0.058
H -1.52 2.63 2.98 0.039
H -2.30 2.03 1.60 0.095
H -1.43 -0.23 2.11 0.061
H -0.32 0.17 3.38 0.100
H 0.99 0.03 1.42 0.089
H 0.48 1.74 0.98 0.119
H -1.11 -0.72 -0.03 0.131
H 0.42 -0.72 -2.08 0.073
H 1.20 0.69 -1.42 0.084
H 1.33 -1.11 -0.68 0.101
H -0.61 1.33 -1.89 0.081
H -1.37 1.90 -0.58 0.032
O 3.43 -3.99 -4.05 -0.108
H 3.65 -3.97 -5.03 0.061
H 3.41 -4.96 -3.84 0.046
```

***

No. 8
A cluster of 2 separate species, C5H15NO in total at a distorted geometry. Source: OMol25; level of theory: ωB97M-V with the def2-TZVPD basis set.

Calculated values
- Orbital gap: 9.55 eV
- SMILES: CCCCNC.O
- Energy relative to the best compared isomer or geometry (same formula, charge and spin): 125.08 kJ/mol
- HOMO energy: -8.616 eV
- E_tot: -8965.0622 eV

```
22
Properties=species:S:1:pos:R:3:lowdin_charge:R:1
C -0.30 0.47 -1.73 -0.108
C -1.24 -0.67 -1.26 -0.273
C -1.32 -0.77 0.25 -0.211
C -0.04 -1.49 0.82 -0.260
N 0.97 -0.49 1.06 -0.127
C 2.30 -1.02 1.43 -0.126
H -0.42 1.37 -1.14 0.051
H -0.48 0.75 -2.78 0.067
H 0.71 0.09 -1.78 0.057
H -2.24 -0.42 -1.63 0.096
H -1.05 -1.64 -1.73 0.101
H -1.46 0.18 0.76 0.102
H -2.18 -1.43 0.42 0.103
H -0.35 -2.07 1.69 0.099
H 0.17 -2.28 0.09 0.111
H 0.70 0.11 1.83 0.105
H 2.29 -1.62 2.33 0.063
H 2.66 -1.54 0.54 0.078
H 2.97 -0.20 1.68 0.071
O -0.28 4.17 -0.11 -0.054
H -0.33 4.03 -1.05 0.025
H -1.09 4.46 0.32 0.027
```

***

No. 9
A cluster of 2 separate species, C5H15NO in total at a distorted geometry. Source: OMol25; level of theory: ωB97M-V with the def2-TZVPD basis set.

Calculated values
- Orbital gap: 10.32 eV
- SMILES: CCCNCC.O
- Energy relative to the best compared isomer or geometry (same formula, charge and spin): 97.84 kJ/mol
- HOMO energy: -9.355 eV
- E_tot: -8965.3446 eV

```
22
Properties=species:S:1:pos:R:3:lowdin_charge:R:1
C -2.09 -1.96 -0.92 -0.111
C -0.60 -1.94 -0.61 -0.253
C 0.10 -0.65 -1.16 -0.216
N 0.80 0.20 -0.18 -0.116
C -0.13 0.65 0.87 -0.283
C 0.55 1.62 1.85 -0.105
H -2.53 -1.23 -0.22 0.072
H -2.35 -1.81 -1.95 0.072
H -2.47 -2.91 -0.52 0.071
H -0.07 -2.76 -1.11 0.100
H -0.40 -2.02 0.45 0.088
H 0.87 -0.92 -1.88 0.114
H -0.66 0.01 -1.58 0.110
H 1.51 -0.35 0.31 0.119
H -0.48 -0.17 1.51 0.102
H -0.91 1.20 0.35 0.121
H 0.14 1.55 2.87 0.068
H 0.56 2.70 1.68 0.068
H 1.61 1.34 1.92 0.076
O 2.41 2.45 -0.92 -0.097
H 2.40 3.14 -0.24 0.021
H 1.75 1.86 -0.49 -0.020
```

***

No. 10
A cluster of 2 separate species, C5H15NO in total at a distorted geometry. Source: OMol25; level of theory: ωB97M-V with the def2-TZVPD basis set.

Calculated values
- Orbital gap: 8.88 eV
- SMILES: CCNC(C)C.O
- Energy relative to the best compared isomer or geometry (same formula, charge and spin): 106.60 kJ/mol
- HOMO energy: -8.106 eV
- E_tot: -8965.2537 eV

```
22
Properties=species:S:1:pos:R:3:lowdin_charge:R:1
C -1.42 0.05 -2.01 -0.104
C -1.16 0.03 -0.51 -0.275
N -0.04 -0.84 -0.16 -0.080
C 1.30 -0.61 -0.64 -0.457
C 1.79 -1.59 -1.70 -0.069
C 2.32 -0.46 0.53 -0.057
H -0.69 0.72 -2.49 0.067
H -2.36 0.55 -2.27 0.068
H -1.32 -0.92 -2.49 0.065
H -0.96 1.01 -0.11 0.098
H -2.03 -0.36 0.03 0.110
H -0.22 -1.62 0.45 0.108
H 1.31 0.37 -1.10 0.121
H 2.72 -1.19 -2.12 0.077
H 2.05 -2.58 -1.33 0.073
H 1.06 -1.68 -2.50 0.060
H 1.73 -0.34 1.44 0.069
H 3.02 -1.28 0.58 0.061
H 2.91 0.45 0.44 0.067
O -3.58 3.75 5.41 -0.069
H -3.75 2.99 4.83 0.038
H -2.69 3.55 5.71 0.032
```